# 1
Molecular formula: C21H26ClN3O4
Method: DFT, the ωB97M-V functional and the def2-TZVPD basis

**Lowest unoccupied orbital energy**: 0.187 eV
**Orbital gap**: 8.2 eV
**Highest occupied orbital energy**: -8.04 eV

```
! wB97M-V def2-TZVPD RIJCOSX def2/J DEFGRID3
* xyz 0 1
C -2.575 -3.440 2.104
C -3.605 -3.912 1.083
C -3.386 -3.288 -0.297
N -3.616 -1.863 -0.285
C -4.666 -1.288 -0.884
O -5.479 -1.860 -1.579
C -4.745 0.233 -0.630
O -3.685 0.929 -1.281
C -2.673 1.501 -0.594
C -2.002 2.486 -1.251
O -0.951 3.162 -0.763
C -0.546 2.903 0.486
C 0.669 3.697 0.903
N 1.927 3.031 0.627
C 2.158 2.758 -0.780
C 3.616 2.317 -0.946
N 3.908 1.141 -0.158
C 3.709 -0.130 -0.669
C 3.154 -0.366 -1.933
C 3.035 -1.649 -2.431
C 3.451 -2.746 -1.699
C 4.011 -2.517 -0.454
Cl 4.570 -3.858 0.489
C 4.149 -1.244 0.059
C 3.638 1.415 1.237
C 2.176 1.845 1.425
C -1.134 1.944 1.239
C -2.213 1.118 0.751
O -2.663 0.173 1.402
H -1.568 -3.680 1.767
H -2.641 -2.367 2.261
H -2.742 -3.931 3.060
H -3.546 -4.998 0.980
H -4.610 -3.661 1.427
H -2.360 -3.479 -0.632
H -4.083 -3.715 -1.021
H -3.095 -1.310 0.389
H -5.666 0.600 -1.093
H -4.766 0.431 0.443
H -2.271 2.785 -2.252
H 0.624 3.900 1.975
H 0.670 4.644 0.358
H 1.977 3.672 -1.349
H 1.491 1.966 -1.162
H 3.858 2.141 -1.993
H 4.261 3.121 -0.575
H 2.798 0.451 -2.541
H 2.597 -1.797 -3.407
H 3.351 -3.748 -2.083
H 4.624 -1.121 1.018
H 3.836 0.541 1.852
H 4.293 2.231 1.558
H 1.998 2.086 2.475
H 1.520 1.004 1.138
H -0.783 1.742 2.238
*
```

# 2
Molecular formula: C21H26CuF5GeIN2O4STe
Method: DFT, the ωB97M-V functional and the def2-TZVPD basis

**Lowest unoccupied orbital energy (alpha / beta)**: 3.556 / 3.554 eV
**Expectation value of S²**: 0.7607
**Orbital gap (alpha / beta)**: 4.9 / 5.3 eV
**Highest occupied orbital energy (alpha / beta)**: -1.32 / -1.79 eV

```
! wB97M-V def2-TZVPD RIJCOSX def2/J DEFGRID3
* xyz -2 2
Cu 0.205 -0.524 0.358
F -7.277 -7.085 -0.702
C -6.362 -6.195 -0.251
C -5.117 -6.614 0.173
F -4.826 -7.933 0.161
C -4.186 -5.696 0.613
F -2.987 -6.179 0.999
C -4.422 -4.306 0.675
S -3.228 -3.182 1.184
C -5.721 -3.940 0.266
F -6.088 -2.651 0.306
C -6.657 -4.847 -0.187
F -7.880 -4.429 -0.578
C 1.603 1.567 -2.137
Ge 2.374 -0.096 -1.408
C 2.160 -1.453 -2.822
C 4.355 0.210 -1.527
C 2.006 -0.143 0.488
H 1.951 1.757 -3.157
H 1.888 2.412 -1.507
H 0.513 1.509 -2.149
H 2.605 -1.046 -3.734
H 1.115 -1.687 -3.022
H 2.680 -2.377 -2.565
H 4.672 0.409 -2.557
H 4.896 -0.675 -1.178
H 4.662 1.055 -0.906
H 2.301 0.797 0.943
H 2.405 -1.001 1.040
C 2.726 7.490 1.601
C 2.162 6.113 1.353
C 2.437 5.054 2.208
C 1.796 3.821 2.088
C 2.142 2.740 3.079
C 0.829 3.618 1.084
Te -0.612 2.011 1.229
C 0.639 4.652 0.146
C -0.307 4.499 -1.018
C 1.295 5.872 0.296
H 3.406 7.481 2.454
H 1.915 8.189 1.820
H 3.265 7.872 0.731
H 3.149 5.203 3.017
H 2.797 3.123 3.865
H 2.647 1.910 2.583
H 1.236 2.333 3.529
H -0.289 3.480 -1.396
H -0.039 5.189 -1.823
H -1.334 4.710 -0.709
H 1.098 6.668 -0.419
O -2.313 -0.219 1.871
N -1.599 -0.905 1.163
O -0.772 -1.728 1.671
O -1.638 -0.770 -0.129
N -1.237 -3.248 -1.403
C -0.083 -3.373 -0.722
O 0.709 -2.449 -0.609
C 0.266 -4.752 -0.248
I 1.099 -5.870 -1.982
H -1.576 -2.294 -1.441
H -1.957 -3.924 -1.192
H -0.578 -5.379 0.015
H 1.077 -4.774 0.465
*
```

# 3
Molecular formula: C21H26FN2O5S
Method: DFT, the ωB97M-V functional and the def2-TZVPD basis

**Lowest unoccupied orbital energy**: 0.502 eV
**Orbital gap**: 3.5 eV
**Highest occupied orbital energy**: -3.04 eV

```
! wB97M-V def2-TZVPD RIJCOSX def2/J DEFGRID3
* xyz -1 1
C -0.457 1.110 -1.341
C 0.080 -0.035 -1.773
C -0.594 -1.351 -1.474
C -0.557 -1.796 -0.140
C 0.106 -1.062 0.976
C 1.637 -1.286 0.903
C 2.365 -0.897 2.187
C 2.610 0.620 2.376
C 2.942 1.407 1.092
C 3.991 2.502 1.339
O 5.300 1.963 1.503
C 5.918 1.633 0.283
C -1.234 -3.007 0.080
S -1.306 -3.672 1.700
C -1.820 -3.582 -1.056
N -1.803 -3.157 -2.282
N -1.169 -2.000 -2.473
C -1.169 -1.515 -3.849
C -2.057 -0.273 -4.041
F 0.111 -1.356 -4.322
H 0.236 1.884 -1.001
H -1.539 1.304 -1.300
H 1.025 -0.026 -2.312
H -0.300 -1.357 1.942
H -0.088 0.008 0.908
H 2.005 -0.794 -0.001
H 1.795 -2.363 0.739
H 1.770 -1.228 3.046
H 3.324 -1.422 2.247
H 3.471 0.717 3.051
H 1.778 1.100 2.898
H 2.031 1.930 0.780
H 3.333 0.774 0.293
H 3.740 3.143 2.186
H 4.011 3.123 0.429
H 5.214 1.468 -0.541
H 6.458 0.691 0.434
H 6.654 2.383 -0.036
H -2.397 -3.084 2.251
H -2.373 -4.505 -0.892
H -1.609 -2.305 -4.455
H -2.979 -0.605 -4.527
H -2.362 0.196 -3.100
H -1.573 0.413 -4.736
C -3.085 0.053 0.503
C -3.728 0.819 -0.459
C -4.386 2.105 0.084
O -4.927 2.920 -0.669
C -4.362 2.328 1.503
C -3.731 1.550 2.478
C -2.980 0.327 1.920
O -2.304 -0.442 2.620
O -3.709 1.739 3.707
O -3.805 0.558 -1.692
H -2.597 -0.863 0.198
H -4.904 3.215 1.813
*
```

# 4
Molecular formula: C21H26FN3O4
Method: DFT, the ωB97M-V functional and the def2-TZVPD basis

**Lowest unoccupied orbital energy**: 0.721 eV
**Orbital gap**: 8.3 eV
**Highest occupied orbital energy**: -7.55 eV

```
! wB97M-V def2-TZVPD RIJCOSX def2/J DEFGRID3
* xyz 0 1
C 1.243 2.399 2.160
C 1.102 3.728 1.431
C 1.058 3.542 -0.085
N 2.319 3.060 -0.608
C 2.471 1.839 -1.142
O 1.565 1.052 -1.329
C 3.919 1.513 -1.540
O 4.053 0.151 -1.895
C 3.412 -0.741 -1.093
C 2.977 -1.893 -1.655
O 2.304 -2.851 -0.993
C 1.995 -2.644 0.295
C 1.029 -3.669 0.844
N -0.359 -3.267 0.731
C -0.814 -3.100 -0.640
C -2.213 -2.498 -0.650
N -2.165 -1.147 -0.136
C -3.176 -0.263 -0.395
C -4.410 -0.693 -0.910
C -5.433 0.189 -1.197
C -5.284 1.546 -0.977
C -4.080 2.008 -0.473
C -3.060 1.124 -0.201
F -1.898 1.669 0.260
C -1.100 -0.883 0.811
C -0.786 -2.166 1.583
C 2.435 -1.560 0.973
C 3.231 -0.526 0.352
O 3.694 0.427 0.972
H 2.154 1.886 1.860
H 1.276 2.556 3.236
H 0.395 1.761 1.925
H 0.177 4.219 1.739
H 1.935 4.388 1.691
H 0.302 2.801 -0.348
H 0.816 4.492 -0.574
H 3.138 3.604 -0.389
H 4.190 2.071 -2.441
H 4.598 1.776 -0.722
H 3.124 -2.123 -2.699
H 1.242 -3.861 1.897
H 1.148 -4.598 0.280
H -0.835 -4.088 -1.112
H -0.155 -2.451 -1.236
H -2.579 -2.476 -1.680
H -2.882 -3.137 -0.053
H -4.575 -1.745 -1.074
H -6.363 -0.196 -1.589
H -6.083 2.236 -1.196
H -3.910 3.059 -0.297
H -0.203 -0.508 0.300
H -1.425 -0.130 1.530
H -1.697 -2.486 2.107
H -0.027 -1.958 2.336
H 2.208 -1.434 2.019
*
```

# 5
Molecular formula: C21H26N2O4
Method: DFT, the ωB97M-V functional and the def2-TZVPD basis

**Lowest unoccupied orbital energy**: 0.526 eV
**Orbital gap**: 7.8 eV
**Highest occupied orbital energy**: -7.30 eV

```
! wB97M-V def2-TZVPD RIJCOSX def2/J DEFGRID3
* xyz 0 1
C 8.071 1.930 -0.771
O 8.058 0.640 -0.647
C 6.702 -0.005 -0.488
C 6.607 -1.528 -0.393
C 5.315 -2.063 -0.014
C 4.089 -1.375 0.061
O 2.932 -1.887 -0.046
C 1.814 -1.508 0.019
C 1.604 -0.592 1.559
N 0.391 0.095 1.608
C -0.952 -0.581 1.800
C -1.508 -0.669 0.334
N -1.643 0.806 -0.099
C -2.627 1.721 -0.328
O -2.721 2.871 -0.288
C -4.077 0.872 -0.324
C -4.459 0.019 -1.039
C -5.585 -0.579 -1.155
C -6.595 -0.313 -0.079
O -7.853 -0.947 -0.055
C -8.123 -1.908 -1.051
C -6.228 0.774 0.466
C -4.912 1.245 0.699
C -0.270 1.712 -0.176
C 0.372 1.450 1.002
C 4.221 0.141 -0.447
C 5.413 0.777 -0.596
H 7.782 2.509 -0.023
H 9.112 2.162 -1.010
H 7.699 2.289 -1.878
H 7.530 -1.861 -0.259
H 5.184 -2.973 0.152
H 1.827 -0.734 -0.633
H 1.083 -2.027 -0.132
H 1.738 -1.552 2.250
H 2.530 -0.154 1.780
H -0.818 -1.724 2.028
H -1.655 0.028 2.304
H -2.687 -0.851 0.587
H -1.059 -1.136 -0.407
H -3.645 -0.397 -1.947
H -5.812 -1.550 -2.000
H -8.132 -1.345 -2.186
H -7.549 -2.782 -1.209
H -9.146 -2.111 -0.844
H -6.941 1.017 1.406
H -4.759 1.797 1.439
H -0.587 2.677 -0.410
H 0.387 0.936 -0.809
H 1.351 1.881 1.401
H -0.272 2.103 1.872
H 3.292 0.927 -0.348
H 5.509 1.772 -0.678
*
```

# 6
Molecular formula: C21H26N2O5S
Method: DFT, the ωB97M-V functional and the def2-TZVPD basis

**Lowest unoccupied orbital energy**: 0.604 eV
**Orbital gap**: 9.3 eV
**Highest occupied orbital energy**: -8.70 eV

```
! wB97M-V def2-TZVPD RIJCOSX def2/J DEFGRID3
* xyz 0 1
C -2.806 3.689 -2.312
C -2.460 2.280 -2.683
C -3.079 1.668 -3.764
C -2.784 0.364 -4.119
C -1.852 -0.352 -3.390
C -1.225 0.245 -2.313
C -1.510 1.556 -1.955
C -0.863 2.153 -0.757
S -2.083 2.141 0.625
O -3.198 1.297 0.304
O -2.373 3.500 1.007
C -1.191 1.382 2.069
C -1.049 -0.061 1.845
C -1.672 -1.151 2.393
C -1.127 -2.284 1.753
C -0.210 -1.813 0.850
C 0.700 -2.522 -0.066
O 0.761 -3.737 -0.125
N 1.438 -1.690 -0.841
C 2.487 -2.187 -1.695
C 3.801 -2.422 -0.940
C 4.279 -1.183 -0.172
N 3.633 -1.016 1.107
C 4.007 -1.823 2.248
C 2.925 -1.501 3.281
C 2.488 -0.090 2.896
C 2.777 -0.023 1.407
O 2.320 0.776 0.608
O -0.171 -0.459 0.905
H -3.112 3.746 -1.270
H -1.945 4.345 -2.447
H -3.617 4.058 -2.935
H -3.814 2.221 -4.332
H -3.286 -0.093 -4.960
H -1.619 -1.373 -3.651
H -0.501 -0.316 -1.742
H -0.599 3.200 -0.878
H -0.004 1.582 -0.418
H -0.236 1.901 2.104
H -1.793 1.607 2.943
H -2.422 -1.139 3.156
H -1.369 -3.313 1.925
H 1.474 -0.708 -0.598
H 2.638 -1.466 -2.501
H 2.145 -3.136 -2.116
H 3.660 -3.251 -0.245
H 4.566 -2.711 -1.661
H 5.358 -1.255 0.002
H 4.079 -0.279 -0.755
H 4.028 -2.882 1.983
H 5.007 -1.534 2.601
H 3.295 -1.569 4.301
H 2.089 -2.192 3.167
H 1.442 0.117 3.114
H 3.096 0.672 3.390
*
```

# 7
Molecular formula: C21H26N4O4S
Method: DFT, the ωB97M-V functional and the def2-TZVPD basis

**Lowest unoccupied orbital energy**: 0.487 eV
**Orbital gap**: 8.6 eV
**Highest occupied orbital energy**: -8.13 eV

```
! wB97M-V def2-TZVPD RIJCOSX def2/J DEFGRID3
* xyz 0 1
C 2.684 2.431 -3.562
C 3.390 2.549 -2.216
C 2.815 3.654 -1.326
C 1.317 3.533 -1.048
C 0.957 2.245 -0.314
O -0.450 2.165 -0.067
C -1.206 1.740 -1.070
O -0.802 1.450 -2.164
C -2.660 1.647 -0.650
S -3.171 -0.097 -0.686
C -2.346 -0.637 0.741
N -1.739 0.182 1.585
C -1.241 -0.625 2.544
C -1.562 -1.952 2.288
C -1.146 -3.012 3.154
O -1.350 -4.204 3.053
N -0.406 -2.490 4.217
C -0.058 -1.183 4.510
O 0.606 -0.905 5.481
N -0.509 -0.233 3.620
C -0.211 1.166 3.837
N -2.294 -1.932 1.116
C -2.750 -3.076 0.373
C -1.556 -3.837 -0.226
C -0.627 -2.887 -0.932
C 0.530 -2.442 -0.308
C 1.369 -1.541 -0.941
C 1.058 -1.075 -2.207
C -0.102 -1.502 -2.831
C -0.940 -2.399 -2.195
H 3.205 1.718 -4.197
H 2.672 3.393 -4.070
H 1.658 2.091 -3.442
H 4.446 2.773 -2.387
H 3.345 1.592 -1.693
H 2.989 4.618 -1.809
H 3.356 3.658 -0.377
H 0.995 4.382 -0.440
H 0.763 3.566 -1.987
H 1.248 1.371 -0.902
H 1.427 2.206 0.671
H -2.802 2.028 0.358
H -3.297 2.152 -1.376
H -0.065 -3.170 4.887
H -0.207 1.664 2.870
H 0.758 1.242 4.327
H -0.969 1.621 4.477
H -3.306 -3.734 1.046
H -3.412 -2.708 -0.415
H -1.032 -4.349 0.581
H -1.942 -4.585 -0.920
H 0.782 -2.812 0.676
H 2.270 -1.210 -0.444
H 1.716 -0.384 -2.712
H -0.354 -1.127 -3.810
H -1.845 -2.730 -2.684
*
```

# 8
Molecular formula: C21H26N4O4S2
Method: DFT, the ωB97M-V functional and the def2-TZVPD basis

**Lowest unoccupied orbital energy**: -0.133 eV
**Orbital gap**: 9.4 eV
**Highest occupied orbital energy**: -9.58 eV

```
! wB97M-V def2-TZVPD RIJCOSX def2/J DEFGRID3
* xyz 0 1
N 6.933 2.964 2.733
C 6.575 2.481 1.763
C 6.156 1.856 0.531
C 4.624 1.833 0.397
N 3.981 1.231 1.535
C 4.123 -0.184 1.817
C 3.289 -1.050 0.909
C 2.110 -1.642 1.355
C 1.318 -2.342 0.461
C 1.731 -2.418 -0.862
N 2.869 -1.903 -1.290
C 3.630 -1.254 -0.425
S 2.656 1.986 2.186
O 2.757 3.377 1.866
O 2.543 1.580 3.553
C 1.238 1.299 1.309
C 0.233 0.706 2.051
C -0.805 0.065 1.395
C -0.804 0.022 0.014
S -2.055 -0.977 -0.805
O -2.006 -2.284 -0.219
O -1.847 -0.856 -2.220
N -3.438 -0.237 -0.286
C -3.761 1.027 -0.904
C -4.386 0.930 -2.298
C -5.581 -0.021 -2.362
C -5.159 -1.486 -2.214
C -5.162 -2.005 -0.774
C -4.512 -1.050 0.238
C 0.176 0.652 -0.729
C 1.205 1.310 -0.073
H 6.564 0.842 0.505
H 6.579 2.418 -0.306
H 4.251 2.859 0.368
H 4.359 1.324 -0.539
H 3.803 -0.306 2.854
H 5.181 -0.453 1.746
H 1.827 -1.552 2.394
H 0.393 -2.805 0.767
H 1.129 -2.921 -1.606
H 4.569 -0.893 -0.826
H 0.299 0.740 3.127
H -1.597 -0.429 1.935
H -2.824 1.590 -0.964
H -4.436 1.559 -0.226
H -3.624 0.583 -2.997
H -4.694 1.934 -2.597
H -6.059 0.112 -3.336
H -6.317 0.242 -1.599
H -4.157 -1.603 -2.630
H -5.830 -2.121 -2.795
H -4.622 -2.952 -0.758
H -6.188 -2.194 -0.449
H -4.094 -1.637 1.059
H -5.254 -0.362 0.650
H 0.128 0.597 -1.805
H 1.981 1.815 -0.626
*
```